(1)
C4H7NOS | ωB97M-V with the def2-TZVPD basis set

The geometry in XYZ format:
```
14
Properties=species:S:1:pos:R:3
C 0.66 -2.09 -1.70
C 1.02 0.18 -0.18
C 0.06 0.63 1.01
C -1.23 1.47 0.72
H 1.39 -2.99 -2.24
H 0.33 0.46 -1.13
H 2.09 0.68 -0.39
H 0.60 0.99 1.94
H -1.76 1.77 -0.19
H -1.34 2.18 1.58
H -1.63 -0.45 1.80
N -1.25 0.02 0.92
O -0.52 -1.38 -1.89
S 1.56 -1.48 -0.25
```

Computed properties:
Frontier orbital gap, eV: 9.30
SMILES: O=CSC[C@H]1CN1
HOMO level, eV: -9.158

=====

(2)
C3H6O | ωB97M-V with the def2-TZVPD basis set

The geometry in XYZ format:
```
10
Properties=species:S:1:pos:R:3
C -0.19 0.01 1.37
C -0.46 -0.03 0.07
C -0.30 -0.41 -1.32
O -1.57 -0.43 -0.61
H 0.55 0.61 1.86
H 1.67 0.74 0.37
H -0.87 -0.54 2.01
H 1.31 1.21 -0.09
H -0.19 0.26 -2.17
H 0.05 -1.43 -1.48
```

Computed properties:
Frontier orbital gap, eV: 10.14
SMILES: C=C1CO1.[H][H]
HOMO level, eV: -9.051

=====

(3)
C5H8N2 | ωB97M-V with the def2-TZVPD basis set

The geometry in XYZ format:
```
15
Properties=species:S:1:pos:R:3
C -0.91 -0.94 -0.59
C 0.20 0.03 -0.21
C 1.59 -0.54 -0.33
N 0.10 1.44 -0.61
C 0.01 1.11 0.81
C -1.23 1.06 1.52
N -2.05 0.49 2.12
H -0.88 -1.84 0.03
H -0.74 -1.26 -1.63
H -1.91 -0.52 -0.52
H 1.77 -0.86 -1.36
H 2.33 0.21 -0.06
H 1.71 -1.42 0.33
H -0.84 1.65 -0.96
H 0.84 1.40 1.45
```

Computed properties:
Frontier orbital gap, eV: 10.68
SMILES: CC1(C)N[C@H]1C#N
HOMO level, eV: -9.887

=====

(4)
C5H11N3O2S | ωB97M-V with the def2-TZVPD basis set

The geometry in XYZ format:
```
22
Properties=species:S:1:pos:R:3
C -2.44 -0.19 -0.85
C -2.12 -1.36 -0.20
C -1.49 0.78 -0.65
C -1.44 2.26 -0.87
C -0.25 -2.08 1.43
N -0.49 0.08 0.30
N -0.98 -1.08 0.55
N 3.73 -0.15 -0.84
O 1.96 1.75 -0.88
O 2.23 0.24 1.12
S 2.10 0.35 -0.55
H -3.31 -0.06 -1.42
H -2.73 -2.14 0.12
H -1.70 2.61 -1.92
H -0.44 2.66 -0.71
H -2.22 2.78 -0.16
H 0.67 -1.61 1.72
H -0.92 -2.28 2.39
H -0.10 -3.06 0.81
H 1.54 0.69 1.58
H 4.36 0.58 -0.97
H 4.04 -0.76 0.00
```

Computed properties:
Frontier orbital gap, eV: 9.04
HOMO level, eV: -8.306

=====

(5)
C4H12O4 | ωB97M-V with the def2-TZVPD basis set

The geometry in XYZ format:
```
20
Properties=species:S:1:pos:R:3
O -1.30 2.32 0.52
C -0.37 1.64 0.09
C -0.10 0.22 0.50
C 0.93 0.13 1.60
C 0.56 0.56 3.05
O 1.06 -1.29 1.69
H 0.16 2.05 -0.65
H 0.43 -0.48 -0.23
H -0.98 -0.27 0.60
H 1.77 0.68 1.12
H -0.12 -0.19 3.60
H 0.23 1.73 3.10
H 1.32 0.33 3.75
H 1.59 -1.63 0.91
H 2.18 -2.30 -3.23
H 0.89 -2.84 -2.67
O 1.79 -3.10 -3.16
H -3.25 1.46 -3.87
H -3.84 0.24 -3.39
O -2.95 0.75 -3.36
```

Computed properties:
Frontier orbital gap, eV: 9.96
SMILES: C[C@@H](O)CC=O.O.O
HOMO level, eV: -9.749

=====

(6)
C49H33BrCl6O3P2Tl | ωB97M-V with the def2-TZVPD basis set

The geometry in XYZ format:
```
95
Properties=species:S:1:pos:R:3
Tl 1.76 0.39 -1.27
Cl 0.37 -1.98 -2.64
C 0.39 -0.97 -4.06
C 1.04 0.25 -3.91
C 0.92 1.09 -5.02
Cl 1.62 2.67 -4.91
C 0.23 0.75 -6.18
Cl 0.04 1.88 -7.48
C -0.32 -0.52 -6.29
Cl -1.15 -0.98 -7.73
C -0.23 -1.40 -5.22
Cl -0.91 -2.99 -5.37
Cl 0.04 2.11 1.07
C 0.31 1.90 2.77
C -0.09 2.92 3.63
C 0.15 2.79 4.98
C 0.80 1.66 5.46
C 1.18 0.66 4.59
C 0.93 0.75 3.23
P 1.40 -0.56 1.96
C 0.72 -1.97 2.91
C 1.32 -3.23 2.88
C 0.73 -4.29 3.54
C -0.46 -4.12 4.23
C -1.07 -2.88 4.24
C -0.49 -1.81 3.58
C 3.17 -0.54 2.47
C 3.69 -1.29 3.52
C 5.04 -1.22 3.82
C 5.88 -0.40 3.08
C 5.37 0.36 2.05
C 4.02 0.29 1.75
H -0.58 3.79 3.23
H -0.16 3.57 5.66
H 1.00 1.56 6.52
H 1.68 -0.22 4.97
H 2.24 -3.37 2.34
H 1.20 -5.26 3.51
H -0.91 -4.95 4.75
H -2.00 -2.74 4.77
H -0.98 -0.85 3.58
H 3.06 -1.95 4.10
H 5.44 -1.83 4.62
H 6.94 -0.36 3.31
H 6.02 1.00 1.47
H 3.62 0.88 0.94
O -0.74 1.27 -1.70
P -2.01 1.71 -1.11
C -2.54 0.74 0.34
C -3.06 1.26 1.51
C -3.48 0.41 2.51
C -3.38 -0.96 2.34
C -2.82 -1.49 1.19
C -2.41 -0.64 0.18
C -3.36 1.50 -2.31
C -4.64 1.07 -2.01
C -5.57 0.91 -3.02
C -5.23 1.20 -4.33
C -3.95 1.64 -4.64
C -3.01 1.79 -3.63
C -2.09 3.49 -0.71
C -0.95 4.26 -0.94
C -0.95 5.59 -0.59
C -2.07 6.16 -0.02
C -3.22 5.41 0.16
C -3.24 4.08 -0.20
H -3.11 2.34 1.65
H -3.89 0.81 3.43
H -3.72 -1.62 3.12
H -2.71 -2.55 1.08
H -1.96 -1.02 -0.72
H -4.91 0.83 -0.99
H -6.56 0.56 -2.78
H -5.96 1.08 -5.12
H -3.67 1.85 -5.66
H -2.00 2.10 -3.84
H -0.09 3.78 -1.38
H -0.06 6.19 -0.76
H -2.05 7.20 0.29
H -4.11 5.87 0.58
H -4.14 3.49 -0.09
Br 4.69 -0.89 -1.94
C 3.79 -2.51 -2.41
C 3.84 -2.93 -3.73
C 3.25 -4.13 -4.07
C 2.62 -4.90 -3.10
C 2.58 -4.47 -1.79
C 3.16 -3.25 -1.43
C 3.02 -2.81 0.02
O 3.67 -3.41 0.87
O 2.17 -1.88 0.19
H 4.35 -2.33 -4.47
H 3.28 -4.47 -5.09
H 2.16 -5.84 -3.36
H 2.10 -5.06 -1.02
```

Computed properties:
Frontier orbital gap, eV: 6.77
HOMO level, eV: -4.591
Net charge: -1

=====

(7)
C12H24BeN6O6 | ωB97M-V with the def2-TZVPD basis set

The geometry in XYZ format:
```
49
Properties=species:S:1:pos:R:3
O -1.01 -0.91 -3.78
H -1.01 -0.46 -4.64
Be 0.46 0.91 -0.74
N 1.08 -1.45 -0.13
N -1.79 -2.43 -1.53
N 1.19 2.39 -0.25
N -0.83 1.22 0.42
O 1.57 -0.31 -0.60
O 2.52 2.83 -0.41
O -1.84 0.45 0.63
O -2.83 -1.65 -1.02
C -0.77 -2.68 -0.70
C 0.55 -2.25 -1.08
C 0.46 3.13 0.58
C -0.76 2.45 0.96
C 1.14 -2.55 -2.41
H 0.60 -2.02 -3.20
H 1.11 -3.63 -2.60
H 2.18 -2.22 -2.42
C -1.08 -2.90 0.74
H -1.90 -3.62 0.84
H -1.36 -1.97 1.25
H -0.20 -3.31 1.24
C 0.86 4.46 1.08
C -1.78 3.05 1.86
H 1.89 4.70 0.78
H 0.77 4.52 2.17
H 0.18 5.22 0.66
H -2.55 2.31 2.08
H -2.24 3.92 1.38
H -1.31 3.39 2.79
H 2.96 2.12 -0.94
H -2.42 -0.94 -0.45
C -2.09 -2.85 -2.88
H -2.17 -1.93 -3.47
H -3.04 -3.39 -2.88
H -1.27 -3.47 -3.27
O -0.29 0.82 -2.05
H -0.76 -0.20 -3.07
H -0.96 1.54 -2.14
N 2.75 -0.31 3.42
C 1.52 -0.80 3.80
C 0.62 -0.38 2.82
N 1.31 0.36 1.90
C 2.57 0.39 2.24
H 3.63 -0.44 3.90
H 1.34 -1.40 4.67
H -0.43 -0.57 2.74
H 3.38 0.87 1.73
```

Computed properties:
Frontier orbital gap, eV: 7.33
HOMO level, eV: -7.494

=====

(8)
C3H26N2O8 | ωB97M-V with the def2-TZVPD basis set

The geometry in XYZ format:
```
39
Properties=species:S:1:pos:R:3
N 0.26 1.26 1.50
C 0.83 2.03 0.34
C -0.29 2.00 -0.73
C 0.41 1.97 -2.11
N 1.41 0.97 -2.25
H 0.25 1.70 2.37
H 0.80 0.43 1.62
H 0.92 3.04 0.73
H 1.92 1.69 0.06
H -0.66 3.04 -0.70
H -1.14 1.33 -0.47
H -0.38 1.79 -2.84
H 0.87 2.99 -2.29
H 1.09 0.00 -2.35
H 2.16 1.18 -1.53
H 0.29 -2.14 0.55
H 0.41 -3.54 1.02
O 0.50 -2.58 1.43
H -3.77 -1.11 -1.71
H -2.55 -1.63 -0.78
O -3.25 -1.83 -1.40
H 2.82 -0.16 2.55
H 3.48 1.16 2.88
O 3.02 0.77 2.32
H -1.68 -1.95 -2.63
H -1.26 -2.23 -4.12
O -0.94 -1.87 -3.28
H -0.99 -0.26 0.48
H -1.99 -0.91 1.21
O -1.58 -0.95 0.43
H 2.01 -2.37 3.90
H 1.35 -1.90 2.60
O 2.03 -1.64 3.31
H 0.34 -2.49 -2.03
H 1.15 -1.15 -1.40
O 1.04 -2.10 -1.36
H -2.51 1.25 1.60
H -3.06 2.56 1.42
O -3.35 1.66 1.68
```

Computed properties:
Frontier orbital gap (spin up / spin down), eV: 10.61 / 4.93
HOMO level (spin up / spin down), eV: -13.686 / -13.597
Spin multiplicity: 2
Net charge: +1

=====

(9)
H3NOP2 | ωB97M-V with the def2-TZVPD basis set

The geometry in XYZ format:
```
7
Properties=species:S:1:pos:R:3
N -1.06 -1.06 0.00
O -1.85 -1.96 -0.06
P 0.48 1.40 0.44
P 0.19 -0.44 -0.70
H -0.70 1.28 1.17
H 1.22 0.79 1.44
H 1.72 -0.02 -2.29
```

Computed properties:
Frontier orbital gap (spin up / spin down), eV: 8.09 / 8.50
HOMO level (spin up / spin down), eV: -9.009 / -9.322

=====

(10)
H29O15 | ωB97M-V with the def2-TZVPD basis set

The geometry in XYZ format:
```
44
Properties=species:S:1:pos:R:3
O 0.84 -0.84 2.58
H 0.67 0.03 2.22
H -2.26 3.31 -2.68
O 0.06 -2.37 0.42
H 0.63 -1.82 -0.14
H -2.50 -1.13 3.34
O -2.28 2.67 -3.38
H 1.94 -0.02 0.43
H -2.17 1.74 2.24
O -2.64 0.79 -1.23
H -0.91 -1.82 -2.10
H -2.59 1.00 -2.17
O -1.30 -5.19 0.93
H -1.95 -4.52 0.72
H 0.85 4.64 -0.03
O 1.38 -0.10 -1.04
H 4.37 -2.15 -1.79
H 2.00 0.61 -0.90
O 2.68 0.20 1.14
H -0.47 -4.72 1.07
H -0.09 -1.92 1.23
O 0.21 2.35 -0.86
H 0.30 1.75 -1.61
H 1.74 -1.11 2.41
O -0.63 -0.99 -2.50
H -0.29 4.55 -0.96
H -1.39 2.36 -3.54
O 4.93 -1.48 -2.20
H -1.91 0.20 -1.04
O 2.57 2.70 3.55
H 2.61 1.79 3.28
H 4.34 -0.75 -1.95
O -1.59 -4.03 -1.98
H -1.58 -4.71 -1.29
H -2.43 -3.57 -1.98
O 0.58 4.93 -0.90
H 2.87 1.13 1.20
H 1.00 2.06 -0.42
O -1.37 1.28 1.96
H 0.09 -0.61 -1.92
H 1.84 3.26 3.29
O -3.18 -0.52 3.07
H -1.20 1.81 1.16
H -3.75 -0.79 2.36
```

Computed properties:
Frontier orbital gap, eV: 8.74
HOMO level, eV: -6.388
Net charge: -1

=====

(11)
C10H16N2 | ωB97M-V with the def2-TZVPD basis set

The geometry in XYZ format:
```
28
Properties=species:S:1:pos:R:3
C -0.22 2.11 0.71
C 3.48 -0.78 0.28
C 2.40 -0.38 -0.37
C 0.99 1.50 -1.40
C 1.82 0.93 -0.29
C 0.19 1.00 -0.18
C -2.83 0.42 -0.92
C -0.53 -1.93 1.57
C -1.51 -0.37 -1.07
C -0.90 -0.52 1.30
N -0.51 2.95 1.44
N -0.57 -0.12 -0.01
H 3.79 -1.77 0.05
H 4.21 -0.15 0.92
H 1.72 -1.00 -0.93
H 1.15 2.52 -1.59
H 0.85 1.01 -2.29
H 2.25 1.60 0.48
H -3.69 -0.12 -0.51
H -2.62 1.25 -0.42
H -3.13 0.59 -1.92
H -1.26 -2.28 2.28
H -0.69 -2.64 0.77
H 0.64 -1.92 1.83
H -1.66 -1.49 -1.11
H -1.02 -0.16 -2.03
H -1.98 -0.44 1.49
H -0.38 0.16 1.93
```

Computed properties:
Frontier orbital gap, eV: 9.15
SMILES: C=C[C@H]1C[C@@]1(C#N)N(CC)CC
HOMO level, eV: -8.320

=====

(12)
C2H8O2 | ωB97M-V with the def2-TZVPD basis set

The geometry in XYZ format:
```
12
Properties=species:S:1:pos:R:3
C -1.33 2.10 -0.91
O -1.91 1.89 -2.18
C -1.27 0.75 -0.15
H -0.33 2.54 -0.99
H -1.84 2.79 -0.24
H -2.71 1.38 -2.06
H -0.72 -0.07 -0.58
H -0.94 0.89 0.88
H -2.29 0.37 -0.14
H 5.02 -4.61 1.88
H 3.69 -4.17 2.20
O 4.61 -3.85 2.29
```

Computed properties:
Frontier orbital gap, eV: 11.36
SMILES: CCO.O
HOMO level, eV: -10.384

=====

(13)
C2F3N | ωB97M-V with the def2-TZVPD basis set

The geometry in XYZ format:
```
6
Properties=species:S:1:pos:R:3
C -0.72 0.12 0.42
C 0.39 0.08 -0.25
N 1.56 0.01 -0.65
F -1.62 1.00 0.62
F -1.83 -1.06 2.00
F 1.86 -0.59 -1.83
```

Computed properties:
Frontier orbital gap, eV: 7.72
HOMO level, eV: -11.754

=====

(14)
CCsF3MgNO4S3 | ωB97M-V with the def2-TZVPD basis set

The geometry in XYZ format:
```
14
Properties=species:S:1:pos:R:3
Cs -3.53 5.84 3.98
N -0.67 5.82 2.51
S 0.23 5.49 1.39
O -0.19 4.29 0.54
C -0.13 6.89 0.20
F 0.26 8.04 0.75
F -1.46 6.94 0.04
F 0.47 6.70 -0.97
Mg -1.20 3.23 2.01
S -1.88 2.66 5.31
O -2.72 2.98 3.86
S 0.57 3.38 4.25
O 0.29 2.37 3.01
O 1.65 5.20 2.00
```

Computed properties:
Frontier orbital gap (spin up / spin down), eV: 4.70 / 4.59
HOMO level (spin up / spin down), eV: -3.293 / -3.176
Net charge: -1

=====

(15)
C19H30N4O4S | ωB97M-V with the def2-TZVPD basis set

The geometry in XYZ format:
```
58
Properties=species:S:1:pos:R:3
C -1.15 -5.39 1.41
C -2.00 -4.16 1.56
C -1.60 -2.82 1.28
C -2.65 -1.99 1.57
C -2.93 -0.53 1.64
O -3.91 -0.17 2.29
N -2.13 0.35 0.99
C -2.29 1.77 1.23
C -1.01 2.42 1.75
C 0.11 2.49 0.70
N 0.96 1.31 0.55
C 2.24 1.38 1.21
C 3.27 0.43 0.59
N 3.24 0.50 -0.87
C 3.53 1.65 -1.51
O 4.01 2.62 -0.94
C 3.28 1.67 -3.02
C 3.16 3.13 -3.51
C 1.78 3.60 -3.08
S 0.70 2.22 -3.46
O -0.19 1.95 -2.36
O 0.16 2.38 -4.79
C 2.01 0.97 -3.52
C 0.32 0.01 0.66
C -1.08 -0.02 0.05
N -3.67 -2.79 2.02
C -3.30 -4.09 2.02
C -4.22 -5.18 2.46
H -1.75 -6.24 1.08
H -0.38 -5.23 0.66
H -0.66 -5.66 2.34
H -0.62 -2.54 0.93
H -2.59 2.26 0.30
H -3.11 1.89 1.94
H -1.26 3.44 2.05
H -0.67 1.91 2.65
H -0.33 2.75 -0.27
H 0.78 3.31 0.95
H 2.62 2.39 1.11
H 2.19 1.15 2.29
H 4.26 0.71 0.95
H 3.10 -0.61 0.86
H 2.71 -0.20 -1.35
H 4.15 1.19 -3.47
H 3.94 3.74 -3.06
H 3.26 3.17 -4.59
H 1.73 3.75 -2.00
H 1.40 4.47 -3.60
H 2.10 0.69 -4.56
H 1.66 0.11 -2.95
H 0.94 -0.73 0.15
H 0.24 -0.33 1.71
H -1.30 -1.02 -0.33
H -1.12 0.66 -0.80
H -4.54 -2.39 2.36
H -3.72 -6.14 2.42
H -4.55 -5.02 3.49
H -5.11 -5.23 1.83
```

Computed properties:
Frontier orbital gap, eV: 8.35
SMILES: Cc1cc(C(=O)N2CCCN(CCNC(=O)[C@@H]3CCS(=O)(=O)C3)CC2)[nH]c1C
HOMO level, eV: -7.967

=====

(16)
C3H5NO2 | ωB97M-V with the def2-TZVPD basis set

The geometry in XYZ format:
```
11
Properties=species:S:1:pos:R:3
C -1.03 1.36 -0.09
N 0.05 0.40 -0.07
C -0.11 -0.90 0.18
O -1.15 -1.49 0.44
C 1.70 -1.63 0.03
O 2.54 -0.84 -0.24
H -1.95 0.81 0.13
H -0.88 2.13 0.67
H -1.11 1.83 -1.07
H 1.00 0.68 -0.26
H 0.95 -2.34 0.28
```

Computed properties:
Frontier orbital gap, eV: 8.25
HOMO level, eV: -8.170